{"formula": "C12H27ClN3O7P", "method": "ωB97M-V with the def2-TZVPD basis set", "lumo_ev": 0.3, "smiles": "CCOCCOP(CCC(N)=O)C[C@@H](C)Cl.C[N+](=O)[O-].C[N+](=O)[O-]", "species": ["C", "C", "O", "C", "C", "O", "P", "C", "C", "C", "N", "O", "C", "C", "C", "Cl", "H", "H", "H", "H", "H", "H", "H", "H", "H", "H", "H", "H", "H", "H", "H", "H", "H", "H", "H", "H", "H", "C", "N", "O", "O", "H", "H", "H", "C", "N", "O", "O", "H", "H", "H"], "xyz": [[4.6966, -1.1789, -0.1104], [3.5779, -2.1373, -0.0268], [2.4256, -1.5356, 0.5009], [1.5149, -2.5066, 0.9557], [0.1069, -2.2356, 0.5962], [-0.5798, -1.7584, 1.7610], [-2.2258, -1.6040, 1.7323], [-2.5164, 0.2275, 1.8904], [-3.3497, 0.9214, 0.8500], [-2.7068, 1.1342, -0.4643], [-3.3140, 0.6160, -1.5629], [-1.7106, 1.7424, -0.5584], [-2.8219, -2.0570, 0.0654], [-3.1265, -3.5158, -0.0056], [-4.4822, -3.7908, 0.5117], [-3.1203, -3.9617, -1.7406], [4.5956, -0.5650, -0.9607], [5.5924, -1.7214, -0.2360], [4.7858, -0.6093, 0.7821], [3.3400, -2.4676, -1.0111], [3.8852, -2.9636, 0.5621], [1.7709, -3.4479, 0.5263], [1.5906, -2.5887, 2.0147], [0.0683, -1.5262, -0.1815], [-0.3182, -3.1673, 0.2958], [-3.0078, 0.3079, 2.8171], [-1.5827, 0.7046, 1.9939], [-4.3062, 0.4859, 0.7596], [-3.5269, 1.9065, 1.1988], [-4.1656, 0.1246, -1.3524], [-3.4907, 1.3115, -2.2699], [-3.7372, -1.5438, -0.0476], [-2.2226, -1.7328, -0.7344], [-2.3993, -4.1041, 0.4879], [-4.5280, -3.4076, 1.5003], [-5.1597, -3.2202, -0.0672], [-4.7256, -4.8181, 0.4746], [5.1217, 3.0869, -0.6819], [5.9965, 2.2316, 0.1635], [5.7733, 2.2002, 1.3566], [6.8750, 1.6200, -0.4065], [4.3945, 3.5638, -0.0420], [5.7553, 3.8177, -1.1712], [4.6434, 2.4412, -1.4108], [-0.5996, 4.6346, -0.8040], [-0.3435, 5.6971, -1.8225], [-1.1927, 5.8852, -2.6700], [0.7035, 6.3087, -1.7360], [-1.5572, 4.1841, -1.0122], [0.1943, 3.9009, -0.8812], [-0.5907, 5.1106, 0.1710]]}